1.
DFT (ωB97M-V with the def2-TZVPD basis set) results for a structure of composition C40H49AsBrIrNOPSb.

XYZ file:
```
96
Properties=species:S:1:pos:R:3:forces:R:3
Ir -0.656 -1.517 -0.945 0.70 -0.73 -0.23
Sb 0.883 -3.718 -2.057 -0.37 0.29 0.18
Br -1.517 -1.449 -3.155 -0.18 0.09 0.00
As 1.107 4.104 0.513 0.01 -0.15 0.02
P -0.194 0.573 0.098 0.01 0.13 0.02
O -5.625 -2.244 1.228 -0.05 0.00 0.00
N -1.614 -2.554 0.765 -0.07 0.14 -0.25
C -2.169 -3.241 1.776 0.05 -0.03 0.00
C -0.138 -0.505 3.982 0.01 -0.01 0.02
C -2.585 1.748 -0.701 -0.03 0.01 0.00
C -2.760 3.438 -2.403 -0.01 -0.02 0.03
C 1.547 1.148 0.073 0.01 0.01 -0.01
C -0.636 0.499 1.846 0.02 -0.05 -0.07
C 1.534 -3.305 -4.078 0.06 0.08 0.07
C 2.607 7.759 1.619 -0.09 0.00 -0.05
C -0.792 -5.079 -2.138 0.10 -0.04 -0.07
C 2.348 -4.602 -0.741 -0.14 0.04 0.01
C 2.891 -5.900 -1.331 -0.02 -0.03 0.04
C -0.453 4.345 1.599 0.01 0.13 -0.06
C -1.661 4.715 1.021 -0.03 -0.08 -0.02
C -3.714 -1.667 0.035 0.12 -0.20 0.17
C 3.703 5.266 1.000 0.15 -0.04 -0.08
C 2.523 -4.366 -4.540 0.01 -0.04 -0.01
C -1.991 1.011 3.762 0.00 0.00 0.02
C -2.358 -1.833 -0.019 -0.41 0.23 0.16
C -1.408 4.515 3.788 0.05 -0.02 0.01
C -3.526 -3.149 1.971 -0.03 0.05 -0.08
C -0.313 4.249 2.982 0.04 0.03 0.04
C 4.520 6.293 1.429 0.04 -0.08 -0.07
C -0.590 -6.078 -3.274 0.00 0.00 -0.06
C -1.194 1.762 -0.819 0.05 -0.03 -0.01
C 0.144 -0.352 2.638 -0.01 -0.03 -0.04
C 2.321 5.475 0.932 0.01 -0.04 0.09
C -0.981 -5.762 -0.793 0.04 0.02 0.05
C -2.622 4.875 3.217 -0.05 0.00 0.06
C -2.750 4.975 1.841 -0.01 0.00 -0.08
C 1.776 6.738 1.203 -0.11 0.15 0.08
C -1.214 0.170 4.543 -0.02 0.02 0.01
C 1.916 2.366 0.932 0.08 0.01 -0.02
C -3.360 2.590 -1.480 0.04 0.01 -0.02
C -0.600 2.589 -1.776 0.03 -0.04 -0.07
C -1.703 1.184 2.416 0.01 0.10 -0.02
C 2.104 -1.899 -4.203 -0.04 0.01 0.04
C 3.443 -3.611 -0.389 0.03 0.08 0.02
C -1.381 3.429 -2.558 -0.01 -0.01 0.01
C -4.314 -2.365 1.099 0.09 -0.01 -0.01
C 3.974 7.535 1.736 0.02 0.04 0.00
H 3.470 -4.288 -4.005 0.00 -0.02 0.00
H 4.147 4.319 0.723 -0.01 -0.02 0.06
H 2.132 0.303 0.452 -0.05 0.02 -0.04
H 2.110 -6.592 -1.642 -0.02 -0.01 -0.02
H -2.292 1.882 1.837 -0.01 0.01 -0.02
H -1.442 0.045 5.592 -0.01 -0.01 0.06
H 2.374 -1.716 -5.243 0.00 -0.01 -0.05
H -1.757 4.798 -0.054 0.01 0.02 -0.02
H -3.070 1.072 -0.010 -0.01 -0.01 0.04
H -1.526 -3.835 2.409 0.01 -0.02 0.02
H 0.477 -1.151 4.593 0.03 -0.03 0.03
H -0.166 -6.456 -0.580 0.03 -0.01 0.01
H -4.436 2.577 -1.378 -0.05 0.00 0.01
H 0.711 6.911 1.105 0.03 -0.01 0.06
H 1.853 1.270 -0.969 -0.02 0.01 0.04
H 0.970 -0.905 2.206 0.03 -0.02 -0.03
H 4.623 8.340 2.051 0.02 0.02 0.04
H -2.818 1.550 4.201 -0.04 0.02 0.02
H -1.640 -4.432 -2.370 0.00 0.00 0.04
H 1.732 -4.822 0.137 0.07 0.01 -0.02
H 5.586 6.134 1.517 0.01 -0.01 -0.02
H -1.308 4.459 4.862 0.01 -0.01 0.04
H -3.986 -3.685 2.789 -0.02 -0.02 0.03
H -5.981 -2.779 1.951 -0.01 0.01 -0.01
H 1.386 -1.133 -3.908 0.01 0.01 0.01
H -4.293 -1.093 -0.671 -0.03 0.04 -0.02
H -1.052 -5.051 0.031 0.00 -0.02 0.01
H 4.053 -3.366 -1.259 0.02 0.03 -0.03
H -3.469 5.093 3.853 -0.01 0.02 0.01
H -3.693 5.276 1.404 -0.02 0.00 -0.01
H 2.736 -4.197 -5.597 0.00 0.00 -0.02
H 0.590 -3.392 -4.621 0.03 0.05 -0.01
H 3.013 -1.785 -3.609 0.01 0.01 0.01
H -3.369 4.090 -3.015 -0.02 0.01 -0.03
H -0.914 4.061 -3.301 0.02 0.02 -0.02
H 0.465 2.551 -1.969 0.00 0.02 0.04
H 1.683 2.189 1.987 -0.03 0.00 -0.07
H -1.459 -6.735 -3.325 -0.03 -0.02 0.00
H 2.196 8.731 1.850 -0.02 0.02 -0.01
H 4.104 -4.054 0.355 0.05 -0.02 0.04
H 3.045 -2.684 0.028 0.01 0.01 0.01
H -0.494 -5.594 -4.246 0.01 0.00 -0.03
H 2.995 2.513 0.854 -0.06 0.02 0.05
H -1.900 -6.348 -0.808 -0.05 -0.03 -0.01
H 2.141 -5.382 -4.444 0.01 -0.04 0.02
H 3.475 -6.405 -0.560 0.04 -0.02 0.02
H 0.637 3.992 3.437 0.00 0.01 -0.01
H 0.282 -6.714 -3.112 0.01 0.00 0.00
H 3.556 -5.716 -2.174 -0.02 0.00 -0.02
```
Positions in Å, forces in eV/Å.

Its charge is +3. The expectation value of S² is 6.02. Its spin multiplicity is 5. For the LUMO energy (spin up / spin down), the calculation gives -0.292 / -0.377 Eh. For the frontier orbital gap (spin up / spin down), the calculation gives 7.61 / 6.07 eV.


2.
DFT (ωB97M-V with the def2-TZVPD basis set) results for a cluster of 2 separate species, CH4NOS in total.

XYZ file:
```
8
Properties=species:S:1:pos:R:3:forces:R:3
S -1.249 2.297 -0.271 0.07 0.24 -0.36
O 1.004 -2.304 -0.526 -0.13 -0.40 0.11
N 0.285 -0.373 0.491 0.59 -0.31 -0.65
C 0.817 -1.102 -0.516 -0.08 0.31 -0.31
H 1.039 -0.505 -1.419 0.36 0.17 0.18
H 0.128 0.626 0.257 -0.74 -0.31 0.19
H -1.581 2.244 1.017 -0.09 0.01 0.33
H -0.443 -0.884 0.965 0.02 0.30 0.51
```
Positions in Å, forces in eV/Å.

Its charge is -1. The energy relative to the best compared isomer or geometry (same formula, charge and spin) comes out at 17.2 kJ/mol. For the LUMO energy, the calculation gives 0.153 Eh. For the frontier orbital gap, the calculation gives 7.30 eV.


3.
DFT (ωB97M-V with the def2-TZVPD basis set) results for the ion C11H12N3 with charge +1.

XYZ file:
```
26
Properties=species:S:1:pos:R:3:forces:R:3
N 3.456 -0.002 1.299 -1.82 -4.64 -1.84
N 1.669 1.310 0.676 -1.05 -4.09 -3.49
N 1.685 -1.133 0.158 0.58 0.13 0.54
C -1.452 -1.364 -1.654 0.61 -1.46 0.16
C -0.358 1.599 -0.884 1.10 -2.29 -0.22
C -2.502 1.290 0.003 -1.22 -0.27 -0.77
C 2.196 0.024 0.684 1.41 0.50 0.71
C -1.785 -0.031 -2.174 0.43 1.58 -1.77
C -0.335 -1.940 -1.133 -0.15 -0.63 -0.44
C -1.929 1.819 1.163 0.47 -0.66 0.75
C 0.937 -1.265 -1.013 -1.82 1.06 0.38
C -0.517 1.792 1.406 -1.25 1.50 -1.32
C -1.609 1.007 -1.074 0.37 1.42 0.90
C 0.365 1.734 0.308 -3.42 -1.78 0.55
H 0.932 -0.359 -1.530 0.35 1.36 -1.16
H 3.582 0.732 1.884 0.86 2.49 2.25
H 3.857 -0.929 1.657 -0.94 1.96 -0.96
H -2.803 -0.053 -2.710 1.58 0.26 1.01
H 2.100 1.992 1.159 2.58 2.32 1.96
H -0.967 0.179 -2.941 -1.28 0.08 0.57
H -0.078 1.983 2.366 -0.27 -0.14 0.58
H -0.422 -3.031 -0.992 0.17 0.63 0.42
H 1.964 -2.072 0.472 0.51 1.10 0.68
H -2.600 2.052 1.982 0.16 -0.07 0.09
H -3.670 1.066 -0.073 2.81 0.48 0.25
H -2.239 -2.048 -1.830 -0.77 -0.83 0.16
```
Positions in Å, forces in eV/Å.

Its charge is +1. The energy relative to the best compared isomer or geometry (same formula, charge and spin) comes out at 672.0 kJ/mol. For the LUMO energy (spin up / spin down), the calculation gives -0.163 / -0.141 Eh. For the frontier orbital gap (spin up / spin down), the calculation gives 7.70 / 7.68 eV.


4.
DFT (ωB97M-V with the def2-TZVPD basis set) results for a structure of composition C5H12O3.

XYZ file:
```
20
Properties=species:S:1:pos:R:3:forces:R:3
O -1.832 0.701 -1.470 -0.56 0.27 -0.18
O -0.095 1.950 -0.642 0.13 0.23 0.24
O 1.671 -2.252 -0.615 -0.22 0.32 1.99
C 0.370 -0.589 -1.013 -3.76 4.60 1.42
C -1.595 0.788 0.853 0.08 -0.21 0.20
C 0.646 -1.005 0.315 2.92 -3.61 -1.63
C -0.854 0.782 -0.465 1.21 -0.91 -2.34
C 1.622 -0.273 1.183 0.09 -0.12 0.00
H 1.117 0.267 1.987 -0.02 -0.04 -0.10
H -1.389 0.866 -2.315 -0.09 -0.09 0.23
H -0.107 -1.604 0.820 0.05 0.09 -0.03
H -0.263 -1.214 -1.634 0.14 0.02 0.18
H 1.145 -0.020 -1.518 -0.05 -0.19 0.10
H -2.116 -0.157 1.014 0.06 0.07 0.09
H -0.934 1.021 1.688 0.07 -0.28 -0.06
H 2.294 -0.999 1.647 -0.12 0.03 -0.05
H 1.104 -3.001 -0.857 -0.02 0.22 0.33
H 2.222 0.433 0.608 -0.10 -0.06 -0.02
H -0.655 2.720 -0.443 0.10 -0.20 -0.03
H -2.351 1.585 0.855 0.09 -0.14 -0.32
```
Positions in Å, forces in eV/Å.

The energy relative to the best compared isomer or geometry (same formula, charge and spin) comes out at 375.7 kJ/mol. For the LUMO energy, the calculation gives 0.025 Eh. For the frontier orbital gap, the calculation gives 8.95 eV.